Entry P
The following is a DFT calculation (ωB97M-V/def2-TZVPD) of a 2-piece molecular cluster, CH5NO2S overall.

Values from the calculation:
multiplicity: 1
LUMO energy (alpha / beta): -1.51 / -0.33 eV
HOMO level (alpha / beta): -8.204 / -9.760 eV
HOMO-LUMO gap (alpha / beta): 6.693 / 9.435 eV

Geometry as XYZ:
```
10
Properties=species:S:1:pos:R:3:mulliken_charge:R:1
C -0.069 -0.985 0.336 -0.706
N 1.890 0.823 0.045 0.090
O -1.862 1.053 -0.819 -0.635
O 2.620 -0.025 -0.538 -0.479
S 0.307 0.786 0.447 0.284
H -0.831 -0.838 -0.547 0.281
H -0.634 -1.286 1.225 0.279
H 0.904 -1.411 0.144 0.369
H 2.300 1.806 0.059 0.262
H -2.042 1.764 -0.296 0.255
```

Entry Q
The following is a DFT calculation (ωB97M-V/def2-TZVPD) of CH5NO2S as an isolated structure.

Values from the calculation:
multiplicity: 1
LUMO energy: 0.24 eV
HOMO level: -9.821 eV
HOMO-LUMO gap: 10.059 eV

Geometry as XYZ:
```
10
Properties=species:S:1:pos:R:3:mulliken_charge:R:1
C 0.848 -1.276 0.313 -0.757
N -0.656 1.470 0.294 -0.528
O 0.337 0.619 -1.949 -0.550
O -1.750 -0.294 -1.014 -0.566
S -0.447 0.248 -0.831 1.013
H 0.831 -0.618 1.232 0.236
H 0.435 -2.278 0.451 0.285
H 1.750 -1.113 -0.229 0.308
H 0.072 2.096 0.736 0.262
H -1.421 1.146 0.997 0.296
```

Looking at the structures above, entry Q is most stable, and the difference to the next one is 77.9 kcal/mol.